{
  "formula": "C6H9FeMgO5",
  "method": "ωB97M-V/def2-TZVPD",
  "orbital_gap_ev": [7.47, 7.46],
  "molar_mass_g_mol": 241.3,
  "homo_ev": [-7.82, -8.14],
  "spin_multiplicity": 6,
  "s2": 8.771,
  "e_lumo_ev": [-0.35, -0.68],
  "elements": ["H", "C", "C", "Mg", "O", "C", "O", "H", "O", "C", "H", "O", "C", "H", "H", "H", "C", "H", "H", "O", "Fe", "H"],
  "positions_angstrom": [[3.684, -0.318, 0.762], [-1.910, 1.956, -0.800], [2.356, -0.727, -0.887], [0.637, 1.405, -0.410], [1.177, -0.218, -1.454], [-2.176, 1.147, 0.423], [-1.034, 1.424, -1.669], [-2.828, 0.276, 0.224], [-1.408, -1.731, -0.697], [-1.062, -1.760, 0.575], [3.188, -0.455, -1.564], [2.321, 1.239, 0.505], [-0.873, -0.672, 1.380], [-0.903, -0.721, 2.467], [-2.623, 1.745, 1.230], [1.941, -0.714, 1.247], [2.630, -0.120, 0.486], [-1.158, -2.723, 1.101], [-2.616, 2.718, -1.143], [-0.893, 0.624, 0.842], [-0.616, -0.512, -1.931], [2.165, -1.860, -0.689]]
}

{
  "formula": "C25H53BBrClNO7S2",
  "method": "ωB97M-V/def2-TZVPD",
  "orbital_gap_ev": 6.35,
  "molar_mass_g_mol": 670.0,
  "homo_ev": -10.88,
  "spin_multiplicity": 1,
  "e_lumo_ev": -4.53,
  "charge": 1,
  "elements": ["S", "H", "H", "H", "H", "C", "Br", "C", "H", "Cl", "C", "H", "H", "C", "H", "H", "C", "H", "O", "C", "C", "H", "H", "H", "O", "H", "C", "H", "H", "H", "H", "C", "C", "H", "H", "H", "C", "C", "H", "H", "H", "C", "O", "H", "H", "H", "C", "H", "H", "H", "C", "C", "O", "C", "C", "S", "H", "C", "H", "H", "H", "H", "H", "C", "H", "O", "H", "H", "C", "H", "O", "N", "H", "H", "H", "C", "C", "H", "H", "H", "B", "H", "H", "C", "O", "C", "H", "H", "H", "H", "H"],
  "positions_angstrom": [[2.443, -3.544, 0.846], [2.575, 2.357, 0.037], [6.001, 2.544, 2.896], [0.144, -3.089, 0.222], [-4.212, 2.768, 2.125], [-5.290, -0.841, -0.676], [0.326, 2.264, -0.767], [-1.103, -2.009, -1.914], [-4.888, -0.720, 1.428], [4.279, 0.593, -0.514], [0.148, -0.394, 4.736], [2.167, 3.857, -5.423], [-4.419, -1.620, -2.939], [0.793, -0.030, 1.598], [5.790, 2.416, 1.162], [3.482, 0.318, 2.222], [-3.678, -2.066, -2.266], [0.815, 0.464, 4.663], [0.705, -0.676, 0.340], [1.884, -0.966, -0.407], [-3.902, 0.833, 3.654], [-6.453, -0.078, 1.000], [1.376, -2.744, -1.467], [0.809, -2.282, 3.904], [1.295, 3.806, 1.842], [-6.073, -1.599, -0.759], [-5.411, -0.123, 0.673], [-0.243, 0.225, 1.833], [5.545, 1.002, 2.166], [2.279, -1.607, -2.417], [1.766, 3.426, -7.118], [-3.918, -1.493, -0.858], [2.939, 1.248, 2.377], [-0.576, -5.490, 1.236], [0.343, -0.896, 5.683], [3.699, -2.048, -0.394], [5.392, 2.082, 2.121], [-2.285, -1.801, -2.869], [-0.569, -1.598, 3.057], [-3.128, 0.712, 2.887], [0.626, 4.438, 1.557], [1.636, 1.286, 1.528], [2.285, 0.714, -2.112], [1.130, -5.845, 1.045], [-2.247, -0.789, -3.289], [-0.287, 2.866, 3.726], [1.609, 3.177, -6.069], [0.548, 3.226, -5.833], [-5.958, 2.626, 1.929], [3.824, 2.081, -7.370], [0.371, -1.346, 3.557], [-4.809, 1.279, 0.661], [-0.229, 2.297, 2.950], [0.324, -5.197, 0.693], [1.451, -1.684, -1.711], [2.147, 1.487, -5.778], [0.191, -5.394, -0.371], [2.899, -1.855, 0.327], [2.902, 1.368, -2.469], [0.306, -3.435, 1.942], [-2.140, -2.480, -3.714], [-3.882, -3.140, -2.283], [-5.460, -0.128, -1.492], [0.639, -3.720, 0.949], [2.556, 1.180, 3.398], [1.467, 0.635, -6.778], [-0.873, -0.010, 4.765], [-3.559, 1.575, 4.388], [3.838, 1.722, -6.342], [-1.378, -1.710, -0.903], [1.306, -0.852, 2.587], [1.912, 1.575, 0.064], [4.347, 2.434, -5.691], [-3.733, 1.215, 0.451], [3.816, 3.006, 3.229], [0.135, -1.222, -2.354], [3.905, 2.456, 2.291], [0.233, -1.313, -3.441], [-0.041, -0.163, -2.163], [-5.250, 1.860, -0.156], [0.824, 2.544, 2.127], [3.604, 3.178, 1.528], [-3.149, -0.752, -0.614], [-5.032, 2.051, 1.971], [-5.138, 1.208, 3.103], [2.526, 0.431, -0.811], [4.333, 0.754, -6.294], [-0.853, -3.076, -1.861], [3.355, -1.337, 1.168], [-3.834, -2.295, -0.116], [-4.036, -0.126, 4.159]]
}

{
  "formula": "C3H7NOS",
  "method": "ωB97M-V/def2-TZVPD",
  "orbital_gap_ev": 8.90,
  "smiles": "CNC(=S)OC",
  "molar_mass_g_mol": 105.2,
  "homo_ev": -8.32,
  "spin_multiplicity": 1,
  "e_lumo_ev": 0.58,
  "elements": ["O", "S", "N", "H", "H", "H", "H", "C", "C", "C", "H", "H", "H"],
  "positions_angstrom": [[0.952, -1.411, -0.002], [-1.567, -2.049, -0.001], [-0.466, 0.377, 0.006], [2.987, -1.162, -0.015], [-2.360, 0.719, -0.864], [0.339, 1.006, -0.025], [2.124, 0.074, 0.908], [2.054, -0.519, -0.008], [-1.784, 1.012, -0.012], [-0.322, -0.964, -0.006], [-1.686, 2.084, 0.039], [-2.311, 0.709, 0.872], [2.041, 0.125, -0.893]]
}

{
  "formula": "C14H25GaN5S4",
  "method": "ωB97M-V/def2-TZVPD",
  "orbital_gap_ev": 8.15,
  "molar_mass_g_mol": 461.4,
  "homo_ev": -17.24,
  "spin_multiplicity": 1,
  "e_lumo_ev": -9.08,
  "charge": 3,
  "elements": ["H", "C", "C", "N", "H", "H", "C", "H", "C", "C", "C", "N", "C", "H", "H", "H", "S", "C", "H", "C", "H", "H", "N", "C", "C", "H", "H", "H", "Ga", "H", "C", "C", "N", "H", "C", "H", "H", "H", "H", "H", "H", "H", "S", "H", "H", "S", "S", "H", "N"],
  "positions_angstrom": [[-0.960, 3.260, -2.379], [5.461, 0.269, -0.499], [2.729, 0.990, 0.591], [-0.121, -0.055, -2.204], [-3.631, -0.015, 0.580], [2.459, 0.215, 4.045], [-0.737, -1.317, -2.672], [-0.468, -1.528, -3.710], [-0.475, 2.390, -1.939], [-0.459, -0.424, 3.866], [-0.359, -2.498, -1.806], [-1.058, -0.159, 1.602], [-2.782, 2.340, -0.296], [0.595, 2.591, -1.925], [2.412, 1.501, -1.445], [0.184, -0.480, 4.734], [3.628, 1.067, 2.022], [-2.660, -2.433, -0.150], [5.375, -0.728, -2.352], [-0.798, 1.148, -2.738], [5.465, 1.211, 0.035], [5.527, -0.626, 0.108], [3.020, 1.635, -0.631], [2.431, 0.342, 2.971], [1.346, 0.103, 2.132], [0.718, -2.654, -1.787], [-3.089, 3.283, -0.738], [-2.934, -3.414, -0.528], [0.000, 0.000, 0.000], [3.781, 2.323, -0.699], [-2.276, -0.255, 2.210], [5.380, 0.214, -1.819], [1.567, 0.382, 0.824], [0.843, -0.040, -2.523], [-0.060, -0.212, 2.553], [-1.815, -1.180, -2.652], [-3.176, 1.506, -0.866], [-3.085, -1.653, -0.772], [-3.036, -2.325, 0.862], [-3.161, 2.284, 0.720], [-0.812, -3.410, -2.189], [-0.541, 1.314, -3.787], [-0.840, -2.302, -0.040], [-1.868, 0.961, -2.705], [-4.398, -0.231, 2.151], [-2.130, -0.493, 3.873], [-0.961, 2.281, -0.169], [5.314, 1.109, -2.425], [-3.538, -0.150, 1.587]]
}

{
  "formula": "C29H35F10N6OPV",
  "method": "ωB97M-V/def2-TZVPD",
  "orbital_gap_ev": [6.13, 7.23],
  "molar_mass_g_mol": 755.5,
  "homo_ev": [-5.85, -6.96],
  "spin_multiplicity": 4,
  "s2": 3.757,
  "e_lumo_ev": [0.28, 0.28],
  "elements": ["H", "C", "H", "C", "H", "H", "C", "C", "H", "H", "C", "C", "H", "C", "F", "H", "H", "H", "H", "C", "F", "F", "H", "H", "H", "F", "O", "H", "H", "C", "C", "C", "C", "C", "C", "N", "H", "H", "C", "C", "F", "N", "C", "C", "F", "P", "N", "C", "N", "H", "H", "H", "C", "C", "H", "H", "C", "C", "C", "H", "H", "H", "N", "C", "H", "V", "C", "H", "F", "H", "H", "N", "H", "C", "F", "F", "H", "H", "H", "F", "C", "C", "H"],
  "positions_angstrom": [[-1.454, 2.260, -4.213], [-0.801, -0.677, 3.058], [-0.558, 0.907, -3.505], [1.257, 3.337, -2.820], [-5.221, 2.066, 0.234], [-1.434, 0.208, 3.170], [-0.494, 1.956, -3.801], [-1.573, -1.729, 2.268], [1.867, 1.288, 2.493], [0.409, 3.040, -5.440], [0.941, 0.992, 2.983], [0.794, 6.325, -0.279], [-3.253, 1.998, -3.132], [-1.114, 5.579, -1.516], [-3.633, -3.425, 1.382], [1.204, 6.986, 0.483], [-0.388, 7.642, -1.593], [1.135, 0.852, 4.054], [-3.024, 3.019, 0.631], [-3.369, -1.644, -2.307], [2.672, -3.842, 0.151], [-5.170, -2.999, -3.041], [-0.035, 5.064, 1.280], [2.033, -1.249, 3.330], [-2.206, 5.608, -1.526], [-3.276, -1.055, -3.505], [-0.034, 2.101, -0.101], [-1.084, -2.708, 2.348], [1.544, 6.202, -1.064], [1.426, -1.567, -2.363], [2.521, -4.054, -2.164], [-0.517, 6.833, -0.876], [-4.372, -3.190, -0.815], [1.846, 2.473, -3.928], [-4.323, -2.620, -2.075], [-0.111, 2.805, -2.657], [1.230, 4.394, -3.109], [-2.550, -1.835, 2.749], [1.571, -2.336, -3.494], [0.635, 2.178, -4.807], [2.288, -4.358, -4.503], [1.573, -1.143, -0.029], [-3.237, 2.795, -2.386], [-2.520, -1.276, -1.292], [3.034, -5.283, -2.045], [-0.744, 2.910, -1.154], [0.431, -0.237, 2.370], [-3.508, -2.800, 0.193], [-0.617, 4.483, -0.673], [0.968, -2.265, 2.343], [2.230, 1.545, -3.502], [3.103, -1.992, 1.208], [-4.598, 2.909, -1.702], [1.804, -1.977, -1.066], [-2.942, 3.721, -2.884], [1.821, 3.250, -1.889], [2.378, -1.179, 1.177], [0.399, 4.962, 0.280], [2.350, -3.276, -1.034], [-1.172, 7.188, -0.078], [-2.656, 1.288, 0.470], [1.229, 4.261, 0.348], [-1.657, -1.274, 0.896], [-3.058, 2.160, -0.050], [-4.748, 3.920, -1.316], [-0.149, 0.000, 0.249], [2.133, -3.598, -3.409], [-0.773, 5.459, -2.551], [1.199, -1.850, -4.687], [-4.565, 0.894, -0.918], [0.776, 1.312, -5.451], [-2.311, 2.445, -1.292], [-5.415, 2.680, -2.384], [-4.477, 1.918, -0.547], [-5.277, -4.139, -0.565], [0.913, -0.319, -2.512], [2.959, -0.248, 1.255], [0.217, 1.796, 2.851], [2.655, 2.973, -4.459], [-1.584, -0.307, -1.559], [-2.534, -1.797, 0.017], [1.467, -1.299, 2.390], [-0.564, -1.045, 4.066]]
}

{
  "formula": "C18H40OOsP2Si",
  "method": "ωB97M-V/def2-TZVPD",
  "orbital_gap_ev": [7.34, 5.68],
  "molar_mass_g_mol": 552.8,
  "homo_ev": [-13.96, -14.91],
  "spin_multiplicity": 5,
  "s2": 6.027,
  "e_lumo_ev": [-6.62, -9.23],
  "charge": 2,
  "elements": ["H", "C", "Os", "H", "H", "H", "H", "H", "C", "H", "H", "H", "P", "O", "H", "H", "C", "H", "H", "H", "C", "H", "H", "H", "H", "C", "H", "C", "H", "H", "H", "H", "H", "H", "C", "C", "H", "H", "C", "H", "H", "H", "H", "Si", "H", "H", "C", "C", "H", "C", "C", "H", "H", "C", "H", "C", "H", "C", "P", "C", "C", "H", "H"],
  "positions_angstrom": [[0.956, -3.552, 1.747], [1.459, 3.990, -1.450], [-0.068, 1.702, -0.726], [0.224, -3.420, -1.974], [2.451, -1.428, 4.517], [2.823, 3.121, -0.002], [2.939, -1.249, -0.519], [-1.147, 1.669, -3.896], [-0.845, -0.478, 5.294], [1.606, 4.267, -2.495], [1.453, -2.190, -2.378], [-2.254, 3.397, 0.306], [0.688, -2.116, -0.066], [0.292, -0.541, 2.532], [-1.334, 0.272, 0.843], [1.783, -4.169, 0.286], [2.529, 2.944, -1.053], [-1.030, -3.672, 4.149], [1.223, -0.072, -2.214], [-1.371, 2.275, 1.219], [-3.199, -0.364, -2.118], [-0.367, 0.486, 5.506], [1.935, -0.182, 0.550], [-1.893, -0.287, 5.031], [1.650, 4.883, -0.832], [0.922, 1.678, -3.495], [1.008, 0.885, -4.261], [0.033, 3.613, -1.231], [2.635, -1.608, 1.255], [-2.911, -0.456, 0.405], [3.467, 3.064, -1.637], [1.539, -2.653, 5.439], [-2.786, 1.717, 0.330], [-1.313, -1.440, 0.497], [-0.860, 2.868, -2.125], [-0.641, -1.533, -2.543], [-0.296, -0.988, -3.430], [0.001, -4.304, 0.421], [1.136, 1.019, -2.148], [-3.521, -1.399, -2.057], [-3.859, 0.227, -1.493], [-0.501, 4.322, -0.571], [2.003, -2.965, 3.743], [0.020, -1.383, 3.839], [2.726, 0.844, -0.800], [-3.320, -0.035, -3.136], [2.222, -1.224, 0.315], [0.882, -3.719, 0.674], [-1.428, -2.198, -2.910], [-1.816, -0.485, 0.189], [1.656, -2.189, 4.446], [-2.253, -2.452, 3.718], [1.735, 2.369, -3.726], [0.476, -2.356, -1.903], [-1.202, -3.129, 2.446], [-0.423, 2.387, -3.503], [-0.824, -1.091, 6.207], [1.977, 1.567, -1.124], [-1.480, -0.200, -1.555], [-1.236, -2.809, 3.498], [-1.890, 2.365, 0.262], [-0.460, 3.225, -4.205], [-1.919, 3.177, -2.091]]
}

{
  "formula": "C21H21ClN2O4",
  "method": "ωB97M-V/def2-TZVPD",
  "orbital_gap_ev": 8.90,
  "smiles": "O=C(NCc1ccc2c(c1)OCO2)[C@H]1CC(=O)N(CCc2ccc(Cl)cc2)C1",
  "molar_mass_g_mol": 400.9,
  "homo_ev": -8.25,
  "spin_multiplicity": 1,
  "e_lumo_ev": 0.65,
  "elements": ["H", "C", "N", "H", "H", "H", "C", "C", "Cl", "H", "C", "H", "H", "H", "C", "C", "O", "C", "O", "H", "H", "C", "C", "H", "H", "C", "C", "C", "N", "C", "H", "O", "C", "O", "C", "C", "H", "H", "C", "H", "C", "C", "H", "H", "C", "H", "H", "H", "C"],
  "positions_angstrom": [[-3.372, 3.236, -0.979], [-4.850, -0.643, -0.042], [3.420, 0.861, 0.321], [1.545, 2.146, 2.614], [3.103, 0.315, 1.107], [-0.760, -3.041, 0.602], [0.928, 2.200, 1.730], [-2.813, 2.303, -0.801], [-6.424, 0.072, 0.015], [-0.106, -0.373, -0.736], [-0.914, -2.306, -0.189], [1.814, -0.845, -2.001], [-4.536, -0.466, 2.068], [-0.919, 2.041, 2.843], [0.073, -1.146, 0.018], [-4.329, -1.053, -1.258], [-1.581, 2.352, -1.491], [3.747, 0.248, -0.836], [-2.568, 2.158, 0.582], [3.839, -3.015, 0.447], [-4.907, -0.937, -2.161], [1.530, 2.326, 0.488], [3.657, -1.941, 0.540], [4.375, -1.677, -1.530], [3.516, 2.736, 1.228], [-2.313, -1.764, -0.140], [0.754, 2.385, -0.674], [-4.121, -0.791, 1.127], [1.452, -1.545, -0.055], [3.633, -1.281, -0.836], [-0.724, -2.782, -1.152], [4.053, 0.849, -1.844], [-0.456, 2.138, 1.876], [1.846, -1.700, 2.185], [2.194, -1.587, -1.294], [-1.209, 2.203, 0.729], [-3.403, 1.448, -1.161], [2.130, -2.580, -1.757], [3.033, 2.261, 0.370], [4.395, -1.532, 1.228], [2.228, -1.732, 1.036], [-2.859, -1.352, 1.070], [3.384, 2.723, -0.554], [-2.652, -1.919, -2.249], [-0.609, 2.326, -0.526], [-0.085, -0.713, 1.009], [1.211, 2.472, -1.647], [-2.290, -1.472, 1.979], [-3.061, -1.606, -1.299]]
}

{
  "formula": "C20H41ClF3N6O9",
  "method": "ωB97M-V/def2-TZVPD",
  "orbital_gap_ev": 9.26,
  "molar_mass_g_mol": 602.0,
  "homo_ev": -11.90,
  "spin_multiplicity": 1,
  "e_lumo_ev": -2.64,
  "charge": 1,
  "elements": ["H", "O", "O", "H", "H", "C", "C", "C", "H", "H", "H", "H", "H", "N", "F", "Cl", "H", "F", "O", "H", "C", "H", "O", "H", "H", "H", "C", "H", "C", "H", "H", "C", "H", "C", "H", "O", "C", "N", "H", "C", "H", "H", "H", "H", "H", "C", "H", "C", "N", "H", "N", "H", "C", "H", "H", "N", "C", "N", "F", "C", "H", "H", "O", "H", "O", "C", "C", "H", "H", "H", "C", "O", "H", "H", "H", "C", "H", "O", "C", "H"],
  "positions_angstrom": [[0.331, 1.798, -3.763], [-3.265, 0.909, 1.969], [-1.844, -2.419, 0.923], [1.504, 3.371, 0.023], [-1.598, 3.916, 4.466], [-5.982, -4.606, 1.107], [3.208, -2.616, -1.680], [-0.369, -0.706, -1.193], [-5.110, -3.971, 1.254], [-3.099, 1.443, -2.934], [-1.233, 0.863, -3.865], [0.124, 4.362, 4.733], [0.099, -0.923, -3.335], [0.521, -0.697, 0.019], [-0.786, -4.925, -0.200], [4.980, 0.937, -0.119], [-2.785, 3.251, -3.258], [-3.070, -4.885, 0.265], [-8.019, -3.955, 1.994], [-1.123, 5.640, 4.585], [-0.424, 1.209, -3.114], [5.459, 0.262, 3.902], [4.031, -1.686, 4.845], [3.685, 2.308, -2.180], [-0.613, 3.256, -2.123], [3.269, 3.070, 0.438], [2.309, 0.676, -1.257], [2.141, -2.428, -2.029], [5.602, -0.722, 3.455], [1.900, 2.590, -2.440], [5.771, -0.637, 2.383], [2.662, 2.232, -1.647], [4.185, -0.090, -2.168], [3.713, -1.544, -0.558], [1.046, -1.573, 0.176], [3.756, -1.905, 2.702], [0.280, -0.110, -2.528], [2.141, 0.490, 1.334], [-4.544, 2.885, -1.384], [-0.816, 4.647, 4.263], [-1.362, -0.205, -0.884], [6.421, -1.259, 3.933], [3.939, -2.494, -2.559], [-2.513, -1.705, 1.095], [4.807, -1.857, -0.345], [-0.777, -2.270, -1.410], [1.454, 0.300, 2.095], [-2.004, -2.723, -0.478], [-0.594, 4.668, 2.793], [3.348, -3.674, -1.279], [1.754, 0.080, -2.509], [-1.118, -2.476, -2.495], [1.386, 0.547, 0.037], [-0.112, -0.592, 0.845], [-1.119, 1.864, -0.981], [-7.182, -3.730, 1.137], [-2.643, 2.413, -2.500], [4.358, -1.503, 3.686], [-2.244, -4.733, -1.927], [-2.044, -4.346, -0.575], [-2.984, -2.372, -0.943], [3.156, -1.699, 0.423], [-7.240, -2.847, 0.296], [0.637, 1.420, 0.172], [-0.241, 3.617, 2.270], [2.547, 3.260, -0.426], [-1.081, 2.203, -2.064], [-6.063, -5.341, 1.905], [2.117, 0.540, -3.353], [2.520, 1.420, 1.580], [3.775, -0.039, -1.088], [-3.511, 1.410, -0.317], [-3.020, 3.532, -0.524], [-5.956, -5.094, 0.133], [-2.260, 2.530, 1.228], [-3.444, 2.654, -1.114], [2.831, 4.300, -0.845], [-0.777, 5.721, 2.213], [-2.973, 1.651, 0.990], [0.176, -2.891, -1.272]]
}

Q: Number 4 is which compound?
A: C14H25GaN5S4